[1]
{
  "formula": "C2H7N5O",
  "method": "ωB97M-V with the def2-TZVPD basis set",
  "homo_lumo_gap_ha": 0.3213,
  "multiplicity": 1,
  "e_tot_ev": -11678.8619,
  "largest_force_ha_per_bohr": 0.136,
  "relative_energy_kj_mol": 612.31,
  "homo_energy_ev": -8.632,
  "e_lumo_ev": 0.1,
  "smiles": "N/N=C(/C=N\\O)NN",
  "elements": ["O", "N", "N", "N", "N", "N", "C", "C", "H", "H", "H", "H", "H", "H", "H"],
  "coordinates": [[0.348, 0.011, 2.588], [-0.785, 0.813, -1.401], [0.957, -0.392, -0.327], [-1.014, -0.047, 2.103], [1.280, -1.056, 0.750], [-0.208, 0.601, -2.896], [-0.253, 0.264, -0.407], [-1.171, 0.249, 0.735], [1.353, -0.611, 1.596], [-2.286, 0.044, 0.462], [0.482, 1.449, -2.832], [-0.947, 0.845, -3.526], [0.803, -1.972, 0.846], [1.302, -0.358, -1.181], [0.138, 0.158, 3.491]],
  "atomic_forces_ev_per_a": [[-2.36, 1.03, -0.07], [-1.69, 0.51, -4.43], [-4.93, 3.30, 2.16], [0.33, 1.74, -5.55], [1.92, -5.82, -1.23], [2.83, 1.86, 4.57], [1.20, -0.64, 0.44], [-1.74, -2.90, 6.10], [0.57, 1.27, 1.13], [2.19, 0.91, 0.55], [-1.59, -1.96, -0.98], [-0.72, 0.54, 0.22], [0.44, 0.91, -0.08], [3.50, -0.93, -4.37], [0.05, 0.20, 1.53]]
}



[2]
{
  "formula": "C2H7N5O",
  "method": "ωB97M-V with the def2-TZVPD basis set",
  "homo_lumo_gap_ha": 0.3111,
  "multiplicity": 1,
  "e_tot_ev": -11681.4799,
  "largest_force_ha_per_bohr": 0.041,
  "relative_energy_kj_mol": 359.71,
  "homo_energy_ev": -7.677,
  "e_lumo_ev": 0.8,
  "smiles": "C=NN/C(=N\\N)NO",
  "elements": ["O", "N", "N", "N", "N", "N", "C", "C", "H", "H", "H", "H", "H", "H", "H"],
  "coordinates": [[-2.431, -1.169, -0.317], [0.640, 2.305, -0.226], [1.415, -0.413, 0.099], [-2.123, 0.062, 0.332], [-0.574, 1.716, -0.061], [0.093, -0.623, 0.020], [2.236, -1.368, -0.033], [-0.794, 0.461, 0.033], [1.424, 1.836, 0.180], [-2.597, -1.764, 0.443], [-0.299, -1.463, -0.484], [1.903, -2.382, -0.256], [0.551, 3.254, 0.158], [3.327, -1.234, 0.142], [-2.771, 0.783, -0.031]],
  "atomic_forces_ev_per_a": [[-0.26, -0.45, 0.57], [0.27, 1.44, -0.04], [0.67, 0.58, 0.42], [-0.38, 0.58, -0.24], [-1.52, -1.45, 0.35], [-0.94, -1.27, -0.95], [0.50, -0.47, 0.09], [0.91, 1.19, -0.11], [0.31, -0.52, 0.23], [0.03, 0.44, -0.67], [0.78, 1.03, 0.85], [-0.05, -0.10, -0.05], [0.21, -0.66, -0.41], [-1.09, 0.28, -0.27], [0.55, -0.65, 0.23]]
}



[3]
{
  "formula": "C2H7N5O2",
  "method": "ωB97M-V with the def2-TZVPD basis set",
  "homo_lumo_gap_ha": 0.3298,
  "multiplicity": 1,
  "e_tot_ev": -13730.7147,
  "largest_force_ha_per_bohr": 0.086,
  "relative_energy_kj_mol": 60.14,
  "homo_energy_ev": -8.318,
  "e_lumo_ev": 0.7,
  "smiles": "N/N=N/[C@H](O)NC(N)=O",
  "elements": ["O", "O", "N", "N", "N", "N", "N", "C", "C", "H", "H", "H", "H", "H", "H", "H"],
  "coordinates": [[-1.763, -0.021, 1.750], [0.372, -2.790, -0.069], [1.533, 0.403, 0.363], [-2.365, 0.930, -0.210], [2.402, 1.321, 0.536], [-0.877, -0.804, -0.203], [1.701, -0.794, 0.618], [0.111, -1.524, 0.481], [-1.680, 0.041, 0.530], [-2.267, 0.802, -1.218], [3.107, 1.330, 1.267], [-3.054, 1.398, 0.370], [-0.539, -0.709, -1.159], [2.156, 2.265, 0.207], [0.641, -2.852, -0.953], [0.051, -1.775, 1.565]],
  "atomic_forces_ev_per_a": [[0.03, -0.07, -0.78], [-1.00, -0.08, 2.23], [-3.22, -1.53, -1.21], [0.21, -0.21, -0.20], [2.59, 2.80, 0.30], [1.69, -1.11, 0.45], [-2.14, 0.25, 0.24], [4.01, -1.63, 1.00], [0.33, 0.16, 1.00], [-0.95, 0.78, 0.68], [0.09, -0.72, -0.18], [-0.11, 0.21, -1.11], [-0.89, 0.82, 0.19], [-0.22, -1.14, 0.41], [0.63, 0.54, -2.01], [-1.04, 0.93, -1.01]]
}



[4]
{
  "formula": "C2H7NO",
  "method": "ωB97M-V with the def2-TZVPD basis set",
  "homo_lumo_gap_ha": [0.1019, 0.2714],
  "multiplicity": 2,
  "e_tot_ev": -5722.7649,
  "charge": -1,
  "largest_force_ha_per_bohr": 0.060,
  "relative_energy_kj_mol": 63.83,
  "homo_energy_ev": [0.834, -3.893],
  "e_lumo_ev": [3.6, 3.5],
  "elements": ["O", "N", "C", "C", "H", "H", "H", "H", "H", "H", "H"],
  "coordinates": [[0.006, -3.943, -0.452], [0.240, 4.250, -0.958], [-0.453, -3.173, 0.383], [0.116, -1.831, 0.742], [0.110, -0.892, -0.073], [-0.715, 4.616, -0.989], [-1.519, -3.355, 0.843], [1.189, 4.613, -1.128], [-0.352, -1.510, 1.622], [1.181, -1.968, 0.887], [0.199, 3.193, -0.875]],
  "atomic_forces_ev_per_a": [[0.73, -1.17, -1.38], [-0.03, -2.94, 0.49], [-1.97, 1.53, 1.79], [0.72, -0.20, -2.10], [-0.38, -1.35, 0.87], [1.47, 0.61, -0.29], [1.16, 0.22, -0.67], [-1.77, 0.24, -0.01], [-0.57, 0.81, 1.30], [0.30, 0.21, 0.18], [0.33, 2.05, -0.19]]
}